Below is an isolated ion of composition C5H8N3 and charge +1 at a distorted geometry, with properties calculated with the ωB97M-V functional and the def2-TZVPD basis.

For the frontier orbital gap, the calculation gives 9.127 eV. As for the total charge: +1. As for the spin multiplicity: 1. As for the SMILES: C=CCc1n[nH]c[nH+]1.

Each line ends with the natural charge from an NBO analysis.
CARTESIAN COORDINATES (ANGSTROEM)
C  2.542  -0.463  -0.275  -0.336
C  1.714  0.506  -0.674  -0.206
C  0.734  1.125  0.343  -0.497
C  -0.470  0.251  0.400  0.408
N  -0.705  -0.686  1.256  -0.221
N  -1.909  -1.202  0.848  -0.296
C  -2.365  -0.610  -0.211  0.278
N  -1.490  0.346  -0.538  -0.496
H  3.566  -0.487  -0.625  0.232
H  2.186  -1.194  0.445  0.204
H  1.633  0.873  -1.691  0.216
H  0.462  2.139  0.057  0.251
H  1.201  1.176  1.319  0.271
H  -2.304  -1.955  1.394  0.462
H  -3.270  -0.827  -0.751  0.266
H  -1.527  1.008  -1.297  0.465

---

Below is an isolated ion of composition C5H8N3O2 and charge -1 at a distorted geometry, with properties calculated with the ωB97M-V functional and the def2-TZVPD basis.

For the frontier orbital gap, the calculation gives 6.318 eV. As for the total charge: -1. As for the spin multiplicity: 1. As for the SMILES: Cc1c(N[O-])[nH]n(C)c1=O.

Each line ends with the natural charge from an NBO analysis.
CARTESIAN COORDINATES (ANGSTROEM)
C  -1.113  -1.193  1.793  -0.607
C  -0.430  -0.448  0.698  -0.389
C  -0.527  0.918  0.499  0.415
N  -1.183  1.818  1.100  -0.190
O  -1.140  3.059  0.799  -0.730
N  0.486  1.247  -0.734  -0.502
N  0.569  -0.031  -1.404  -0.319
C  1.792  -0.271  -2.035  -0.442
C  0.184  -1.029  -0.422  0.610
O  0.430  -2.185  -0.720  -0.720
H  -2.155  -1.461  1.661  0.181
H  -1.092  -0.689  2.709  0.185
H  -0.573  -2.107  1.925  0.220
H  -1.641  1.560  2.045  0.321
H  0.274  2.105  -1.211  0.382
H  2.728  -0.064  -1.609  0.166
H  1.622  -1.440  -2.086  0.253
H  1.770  0.210  -3.007  0.166

---

Below is a 2-piece molecular cluster, C5H8N3O4 overall at a distorted geometry, with properties calculated with the ωB97M-V functional and the def2-TZVPD basis.

For the frontier orbital gap, the calculation gives 9.170 eV. As for the total charge: +1. As for the spin multiplicity: 1.

Each line ends with the natural charge from an NBO analysis.
CARTESIAN COORDINATES (ANGSTROEM)
C  -2.343  3.085  -0.163  -0.142
C  0.069  -1.025  1.233  0.820
C  -1.525  3.501  -1.081  -0.264
C  -1.113  -0.499  1.772  -0.322
C  0.941  -2.192  -0.674  -0.295
N  -1.475  1.863  1.908  0.183
N  -2.872  1.802  -0.044  0.470
N  -1.279  0.765  1.955  0.141
O  -2.162  0.772  -0.286  -0.469
O  1.086  -0.260  1.286  -0.656
O  -3.968  1.674  0.469  -0.312
O  0.182  -2.117  0.587  -0.429
H  -1.145  2.859  -1.819  0.217
H  -1.155  4.500  -1.267  0.241
H  -2.126  -0.944  1.782  0.305
H  0.671  -3.169  -1.190  0.247
H  2.085  -2.144  -0.622  0.232
H  0.604  -1.368  -1.380  0.220
H  1.402  0.191  2.136  0.557
H  -2.857  3.781  0.537  0.255

---

What are the E_LUMO values for these records? In order: -3.63; 3.89; -5.06 eV.
What are the ΔE to the lowest compared entry with this formula, charge and spin values for these records? In order: 40.60; 36.25; 77.65 kcal per mole.